ORCA calculation (ωB97M-V/def2-TZVPD) on 7 unconnected molecules or ions with the total composition C20H38FIN2O7S2 in a non-equilibrium geometry.

Atoms and positions in Å:
C  -1.17  -1.24  0.25
C  0.03  -0.13  0.34
O  -0.11  1.03  0.12
N  1.32  -0.75  1.05
H  1.41  -1.67  0.79
H  2.00  0.03  0.86
C  1.35  -0.31  2.44
H  -1.54  -1.17  -0.76
H  -2.08  -1.11  0.86
H  -0.80  -2.19  0.48
H  0.70  -1.21  2.93
H  0.90  0.65  2.57
H  2.41  -0.06  2.73
C  2.39  2.52  -2.45
C  1.75  1.07  -2.67
O  0.55  0.91  -2.96
N  2.59  -0.06  -2.23
H  3.63  -0.26  -2.47
H  2.84  0.11  -1.26
C  2.00  -1.37  -2.33
H  2.90  2.67  -1.69
H  1.66  3.24  -2.64
H  3.36  2.88  -3.11
H  1.21  -1.48  -1.73
H  2.69  -2.09  -2.27
H  1.54  -1.50  -3.46
I  1.93  -4.10  0.69
O  3.42  0.76  0.24
H  3.54  1.58  0.94
F  -1.23  -2.80  3.01
C  -1.58  -3.40  4.23
C  -2.98  -3.33  4.73
C  -3.22  -3.77  5.93
C  -2.21  -4.13  6.89
C  -0.94  -4.26  6.29
C  -0.57  -3.99  5.04
H  -3.67  -2.57  4.13
H  -4.24  -3.62  6.44
H  -2.56  -4.46  7.71
H  -0.06  -4.50  6.81
H  0.32  -3.93  4.66
C  -1.49  -0.66  -5.15
C  -2.07  -0.80  -6.55
C  -3.31  -1.24  -6.48
S  -3.47  -2.36  -5.15
O  -3.07  -3.62  -5.70
O  -4.81  -2.30  -4.58
C  -2.29  -1.65  -4.11
H  -1.51  0.29  -4.79
H  -0.41  -0.83  -5.00
H  -1.55  -1.67  -7.09
H  -1.78  -0.05  -7.32
H  -3.84  -1.72  -7.41
H  -4.05  -0.46  -5.96
H  -1.55  -2.40  -3.43
H  -2.78  -1.03  -3.31
C  1.80  3.32  2.04
C  1.35  4.24  0.90
C  0.34  5.22  1.23
S  0.86  5.74  2.86
O  -0.26  5.88  3.73
O  1.72  6.87  2.72
C  1.85  4.26  3.24
H  2.76  2.79  1.79
H  0.96  2.52  2.10
H  1.15  3.74  0.09
H  1.96  4.82  0.34
H  -0.56  4.61  1.51
H  0.32  5.90  0.54
H  1.44  3.98  4.25
H  2.80  4.63  3.60

Computed properties:
- HOMO (eV) = -7.4261
- strongest force on any atom (eV Å⁻¹) = 11.7